{
  "formula": "C4H7NO",
  "method": "the ωB97M-V functional and the def2-TZVPD basis",
  "elements": ["C", "C", "C", "N", "C", "O", "H", "H", "H", "H", "H", "H", "H"],
  "xyz": [[-0.152, -0.920, 1.573], [-0.239, -0.191, 0.263], [0.357, 1.140, -0.082], [-0.177, 1.102, -1.482], [0.178, -0.137, -1.857], [0.161, -0.969, -0.842], [-0.623, -1.906, 1.496], [0.884, -1.061, 1.922], [-0.689, -0.356, 2.345], [-1.198, 0.665, -0.842], [-0.066, 1.993, 0.452], [1.463, 1.191, -0.089], [0.101, -0.552, -2.857]],
  "atomic_forces_ev_per_a": [[-0.04, 0.04, -0.07], [0.04, 0.09, 0.19], [-0.06, 0.02, 0.18], [0.16, -0.10, -0.18], [-0.21, 0.09, -0.06], [-0.03, 0.06, -0.06], [0.09, 0.20, 0.01], [-0.14, 0.06, -0.12], [0.11, -0.09, -0.19], [0.04, -0.15, 0.16], [0.07, -0.20, -0.09], [-0.14, -0.07, 0.02], [0.11, 0.05, 0.21]],
  "multiplicity": 1,
  "total_energy_ha": -286.4630,
  "molar_mass_g_mol": 85.1,
  "homo_lumo_gap_ev": 8.928,
  "lumo_ev": 0.91,
  "de_lowest_kj_mol": 442.71
}